Density functional theory data (ωB97M-V with the def2-TZVPD basis set) for a structure of composition C24H66Cl2N7NbO2P3 at a distorted geometry.

```
! wB97M-V def2-TZVPD RIJCOSX def2/J DEFGRID3
* xyz -1 1
C -0.3056 0.3819 1.3093
C -0.5532 0.5818 -0.1903
C 0.3533 -0.3907 -0.9940
C 1.5902 0.3950 -1.4971
C 2.7768 -0.5381 -1.7237
C 4.0930 0.1367 -2.1510
Nb 5.2080 1.3426 -0.5781
C 4.1449 0.4649 1.2251
C 4.7242 -0.7336 1.9730
C 3.8588 -1.0104 3.2230
Cl 4.6391 -2.2658 1.0219
C 3.8790 3.1924 -0.7009
C 3.6911 4.0210 0.5776
C 3.3360 5.4891 0.2232
Cl 2.2952 3.3935 1.5521
P 7.2251 -0.3489 -0.4124
N 8.5756 0.2468 -1.0625
H -1.1107 0.7853 1.9271
H -0.1450 -0.6692 1.5422
H 0.5816 0.9608 1.5745
H -0.2474 1.6039 -0.4239
H -1.6004 0.4447 -0.4688
H 0.7208 -1.1435 -0.2982
H -0.1724 -0.8306 -1.8424
H 1.8331 1.0693 -0.6708
H 1.3489 0.9861 -2.3842
H 2.4791 -1.2612 -2.4990
H 2.8856 -1.1365 -0.8184
H 3.9315 0.7717 -3.0282
H 4.7790 -0.6716 -2.4371
H 6.1616 2.0594 -1.9826
H 6.2411 2.3576 0.5670
H 4.1324 1.2689 1.9730
H 3.0877 0.2278 1.0556
H 5.7385 -0.5764 2.3322
H 3.8712 -0.1861 3.9335
H 2.8402 -1.0904 2.8310
H 4.0864 -1.9811 3.6641
H 4.3817 3.8728 -1.3961
H 2.9138 2.9600 -1.1583
H 4.6173 4.0163 1.1415
H 4.1643 6.1649 0.4328
H 2.4983 5.8228 0.8368
H 2.9896 5.5685 -0.8053
H 7.5392 -0.6826 0.9407
H 6.8386 -1.5225 -1.1119
H 8.8950 -0.3400 -1.8248
O -2.1517 4.6032 -5.0698
P -2.7801 3.2829 -4.7766
N -4.4371 3.6146 -5.1140
C -5.5745 2.8940 -4.5805
C -4.6983 4.1176 -6.4600
N -2.4934 3.1788 -3.0951
C -3.4935 2.7678 -2.1302
C -1.6362 4.2017 -2.5026
N -2.8820 1.5554 -4.9075
C -1.6613 0.8477 -4.4316
C -3.0920 1.0955 -6.3018
H -5.7034 1.8826 -4.9951
H -6.4879 3.4516 -4.7997
H -5.5400 2.8121 -3.4998
H -4.5540 3.3593 -7.2425
H -4.0360 4.9533 -6.6855
H -5.7211 4.4874 -6.5418
H -4.2369 3.5542 -1.9419
H -3.0169 2.5293 -1.1757
H -4.0017 1.8512 -2.4308
H -2.1651 5.1523 -2.3620
H -0.7591 4.3845 -3.1151
H -1.2772 3.8596 -1.5294
H -0.7652 1.1572 -4.9770
H -1.7948 -0.2266 -4.5646
H -1.4891 1.0132 -3.3734
H -2.3503 1.5047 -6.9935
H -4.0853 1.3633 -6.6609
H -3.0351 0.0091 -6.3454
O -1.1902 -3.2408 2.4823
P -1.8463 -4.0467 3.5539
N -2.8114 -2.8469 4.3219
C -3.2690 -2.8750 5.6956
C -3.7695 -2.1780 3.4440
N -0.4320 -4.3779 4.4734
C -0.3281 -4.2186 5.9075
C 0.8030 -4.0043 3.7883
N -2.6853 -5.4236 4.2003
C -1.9854 -6.7109 3.9611
C -4.0417 -5.5915 3.6247
H -4.0558 -3.6189 5.8949
H -3.6761 -1.8965 5.9577
H -2.4589 -3.0465 6.3964
H -4.5970 -2.8294 3.1283
H -3.2697 -1.8194 2.5439
H -4.2025 -1.3078 3.9379
H -0.2716 -3.1626 6.2018
H 0.5770 -4.7119 6.2732
H -1.1565 -4.7005 6.4278
H 0.9824 -2.9239 3.7904
H 0.7830 -4.3366 2.7565
H 1.6610 -4.4988 4.2526
H -1.8258 -6.9037 2.8959
H -2.5800 -7.5262 4.3759
H -1.0226 -6.7380 4.4601
H -4.0334 -5.6051 2.5311
H -4.7113 -4.7989 3.9558
H -4.4793 -6.5257 3.9738
*
```

Its molar mass is 741.57 g/mol. Its total energy is -94940.1315 eV. The largest force on an atom is 6.2 eV/A. Its HOMO energy is -3.59 eV. The orbital gap comes out at 5.44 eV. The value obtained for the relative energy (zero: lowest compared OMol25 entry of this formula, charge and spin) is 0.0 kcal/mol.

Density functional theory data (ωB97M-V with the def2-TZVPD basis set) for the molecule C16H35P at a distorted geometry.

```
! wB97M-V def2-TZVPD RIJCOSX def2/J DEFGRID3
* xyz 0 1
C -4.9405 -2.9028 4.0833
C -3.8738 -2.4056 3.0503
C -2.3984 -2.8337 3.4024
C -1.3844 -1.6233 3.3608
C -0.2623 -1.8852 4.4301
C 1.1867 -1.5550 3.9415
C 1.2984 -0.2710 3.0498
C 1.7885 -0.6858 1.6185
C 1.7784 0.5177 0.6055
C 1.2792 0.0480 -0.8163
C 2.4297 0.1003 -1.8655
C 1.8970 0.0752 -3.3505
C 2.5393 1.2670 -4.1478
C 1.7587 2.5964 -3.8336
C 0.8320 2.9816 -5.0338
C -0.2701 4.0315 -4.6223
P -1.9944 3.2929 -4.8214
H -5.3501 -2.0743 4.6959
H -5.7927 -3.4258 3.6064
H -4.4726 -3.6115 4.7962
H -3.9276 -1.2997 2.9737
H -4.1401 -2.8211 2.0601
H -2.0903 -3.6274 2.6922
H -2.4254 -3.2522 4.4286
H -1.9604 -0.7366 3.6967
H -1.0034 -1.5263 2.3306
H -0.4999 -1.3551 5.3699
H -0.2897 -2.9719 4.6653
H 1.5879 -2.4408 3.4067
H 1.8040 -1.3748 4.8481
H 2.1156 0.3609 3.4627
H 0.3888 0.3538 3.0252
H 2.8105 -1.1193 1.6871
H 1.1508 -1.5181 1.2456
H 1.0695 1.2730 0.9927
H 2.7760 0.9721 0.4732
H 0.7873 -0.9408 -0.7718
H 0.5086 0.7790 -1.1501
H 2.9821 1.0575 -1.7538
H 3.1274 -0.7483 -1.7399
H 2.1612 -0.8789 -3.8392
H 0.8003 0.2480 -3.3692
H 2.4655 1.0076 -5.2282
H 3.6170 1.3934 -3.9317
H 2.4769 3.4277 -3.6954
H 1.1328 2.4655 -2.9263
H 1.3961 3.3750 -5.8999
H 0.3544 2.0348 -5.3692
H -0.1615 4.2655 -3.5466
H -0.1903 4.9580 -5.2207
H -1.9766 2.6177 -6.0747
H -2.8959 4.3853 -4.9911
*
```

Its molar mass is 258.43 g/mol. Its total energy is -26446.8114 eV. The largest force on an atom is 1.8 eV/A. The SMILES is CCCCCCCCCCCCCCCCP. Its HOMO energy is -8.60 eV. The orbital gap comes out at 9.69 eV.

Density functional theory data (ωB97M-V with the def2-TZVPD basis set) for the ion C4H5O3 with charge +1 at a distorted geometry.

```
! wB97M-V def2-TZVPD RIJCOSX def2/J DEFGRID3
* xyz 1 3
C -2.5678 0.2139 0.0457
C -0.0660 -0.8344 0.0159
C 0.2901 0.6066 0.5668
C -1.4692 0.7289 -0.8677
O -0.9886 -0.6201 -1.0126
O -0.4745 1.4337 -0.2866
O -3.0176 -0.5903 0.6609
H 0.7749 -1.4231 -0.3211
H -0.6376 -1.4597 0.9251
H 0.0716 0.7189 1.6570
H 1.3350 0.7581 0.4596
H -1.8347 1.0334 -1.9360
*
```

Its molar mass is 101.08 g/mol. Its total energy is -10356.3124 eV. The largest force on an atom is 10.9 eV/A. Its HOMO energy (spin up / spin down) is -11.75 / -16.97 eV. The orbital gap (spin up / spin down) comes out at 7.71 / 6.77 eV. The value obtained for the relative energy (zero: lowest compared OMol25 entry of this formula, charge and spin) is 38.5 kcal/mol.

Density functional theory data (ωB97M-V with the def2-TZVPD basis set) for a structure of composition C5H15NO2Tl at a distorted geometry.

```
! wB97M-V def2-TZVPD RIJCOSX def2/J DEFGRID3
* xyz 2 2
Tl 1.6875 -0.5049 0.9281
C -2.7801 -1.6576 -1.5026
C -1.3314 -1.3111 -1.2189
C -0.9618 -0.0114 -1.8467
O 0.3874 0.3072 -1.5953
C 0.7914 1.4270 -2.3482
N -1.1345 -1.4060 0.1995
H -2.9211 -1.7383 -2.5804
H -3.5224 -0.9127 -1.2157
H -3.0261 -2.6265 -1.0682
H -0.6210 -2.0259 -1.6343
H -1.5984 0.8182 -1.5389
H -1.1089 -0.0798 -2.9245
H 0.7451 1.1989 -3.4131
H 1.7637 1.7845 -2.0094
H 0.0626 2.2264 -2.2143
H -1.8269 -0.8378 0.6662
H -1.4803 -2.3317 0.4082
C 2.7751 1.6300 4.1730
O 2.7420 0.4070 3.5015
H 1.8014 1.9773 4.5186
H 3.3850 1.5367 5.0716
H 3.1712 2.4119 3.5250
H 3.0008 -0.2814 4.1186
*
```

Its molar mass is 325.56 g/mol. Its total energy is -15686.9896 eV. The largest force on an atom is 1.8 eV/A. Its HOMO energy (spin up / spin down) is -16.62 / -16.61 eV. The orbital gap (spin up / spin down) comes out at 9.05 / 3.41 eV. The value obtained for the relative energy (zero: lowest compared OMol25 entry of this formula, charge and spin) is 0.0 kcal/mol.

Density functional theory data (ωB97M-V with the def2-TZVPD basis set) for a cluster of 2 separate species, C2H6NS in total at a distorted geometry.

```
! wB97M-V def2-TZVPD RIJCOSX def2/J DEFGRID3
* xyz -2 2
C -0.4493 -1.0141 -2.2806
N 0.7463 -1.5140 -2.3035
H -0.9117 -0.7757 -3.2364
H -1.0605 -0.7652 -1.3599
H 1.0150 -1.7081 -1.3324
C 0.1819 1.2537 2.1906
S -0.3420 0.0876 0.9076
H 1.0486 0.8593 2.7525
H 0.4134 2.2422 1.7803
H -0.6417 1.3344 2.8819
*
```

Its molar mass is 76.14 g/mol. Its total energy is -14491.7495 eV. The largest force on an atom is 1.5 eV/A. Its HOMO energy (spin up / spin down) is 4.63 / 0.67 eV. The orbital gap (spin up / spin down) comes out at 2.28 / 6.25 eV. The value obtained for the relative energy (zero: lowest compared OMol25 entry of this formula, charge and spin) is 28.2 kcal/mol.

Density functional theory data (ωB97M-V with the def2-TZVPD basis set) for the molecule C4H8O2.

```
! wB97M-V def2-TZVPD RIJCOSX def2/J DEFGRID3
* xyz 0 1
C 2.1122 0.0487 -0.4792
C 0.6362 0.3343 -0.4337
O 0.3532 1.5198 -0.5285
C -0.4738 -0.6883 -0.3244
C -1.7143 -0.0067 0.2691
O -2.2297 0.9987 -0.5640
H 2.4344 -0.9380 -0.8302
H 2.4211 0.8861 -1.1069
H 2.5600 0.2410 0.5031
H -0.7071 -1.0376 -1.3406
H -0.1762 -1.5732 0.2514
H -1.4349 0.3901 1.2587
H -2.5118 -0.7381 0.4175
H -1.5011 1.6363 -0.6572
*
```

Its molar mass is 88.11 g/mol. Its total energy is -8372.2854 eV. The largest force on an atom is 0.8 eV/A. The SMILES is CC(=O)CCO. Its HOMO energy is -9.89 eV. The orbital gap comes out at 10.76 eV. The value obtained for the relative energy (zero: lowest compared OMol25 entry of this formula, charge and spin) is 23.0 kcal/mol.